A 13-piece molecular cluster, C31H93N5O16 overall in a non-equilibrium geometry, computed with ωB97M-V/def2-TZVPD.

Atoms and positions in Å:
1 C 1.100 -4.191 3.342
2 C 0.463 -5.498 2.964
3 O 0.929 -6.036 1.719
4 O 0.565 -3.186 2.481
5 H 2.187 -4.182 3.272
6 H 0.977 -3.888 4.382
7 H -0.620 -5.418 2.873
8 H 0.613 -6.186 3.796
9 H 0.224 -5.746 1.136
10 H 0.869 -3.277 1.575
11 C -0.815 3.148 -5.230
12 C -1.114 3.341 -3.779
13 O -0.319 4.237 -3.098
14 O -1.499 4.215 -5.861
15 H -1.361 2.269 -5.573
16 H 0.245 3.209 -5.479
17 H -0.963 2.405 -3.240
18 H -2.159 3.535 -3.537
19 H -0.789 4.459 -2.291
20 H -0.916 4.976 -5.910
21 C 0.109 0.135 1.263
22 C -0.304 -0.144 -0.231
23 O 0.429 0.534 -1.225
24 O -0.217 1.474 1.585
25 H 1.167 -0.061 1.438
26 H -0.360 -0.595 1.923
27 H -1.355 0.039 -0.454
28 H -0.334 -1.216 -0.422
29 H 0.189 1.436 -1.003
30 H 0.322 1.879 2.268
31 C -2.522 -2.819 3.854
32 O -1.494 -1.844 3.946
33 H -3.480 -2.313 3.975
34 H -2.484 -3.424 2.948
35 H -2.449 -3.525 4.681
36 H -0.743 -2.089 3.400
37 C -2.214 2.058 4.616
38 O -3.347 1.486 5.244
39 H -1.283 1.596 4.944
40 H -2.201 1.906 3.537
41 H -2.182 3.127 4.825
42 H -3.004 0.765 5.777
43 C 3.528 1.265 -0.247
44 O 4.881 0.935 -0.495
45 H 3.234 1.381 0.796
46 H 3.353 2.174 -0.823
47 H 2.891 0.441 -0.569
48 H 5.181 0.440 0.271
49 C -3.960 2.482 0.385
50 O -4.193 1.942 -0.905
51 H -2.897 2.395 0.609
52 H -4.289 3.522 0.375
53 H -4.511 1.917 1.136
54 H -4.000 1.001 -0.912
55 C -2.415 -4.541 0.175
56 O -1.852 -5.799 0.499
57 H -3.439 -4.461 0.539
58 H -1.746 -3.712 0.406
59 H -2.536 -4.673 -0.900
60 H -2.433 -6.499 0.192
61 C 1.664 4.238 -0.051
62 C 0.996 5.531 0.580
63 C -0.551 5.299 0.652
64 O -1.032 5.419 -0.701
65 C -2.460 5.340 -0.843
66 N 1.474 5.824 1.841
67 H 0.970 3.838 -0.791
68 H 1.721 3.476 0.726
69 H 2.646 4.355 -0.509
70 H 1.023 6.393 -0.087
71 H -0.997 6.131 1.197
72 H -0.907 4.416 1.182
73 H -2.726 5.775 -1.805
74 H -2.939 5.921 -0.055
75 H -2.892 4.340 -0.881
76 H 2.447 6.043 1.679
77 H 1.064 6.686 2.169
78 C 3.595 -4.230 0.505
79 C 3.063 -2.876 0.117
80 C 3.859 -2.289 -1.102
81 O 5.194 -2.314 -0.640
82 C 6.115 -2.234 -1.690
83 N 1.673 -3.066 -0.245
84 H 3.064 -4.647 1.361
85 H 4.618 -4.145 0.871
86 H 3.628 -4.901 -0.354
87 H 3.176 -2.224 0.983
88 H 3.527 -1.286 -1.372
89 H 3.784 -2.939 -1.974
90 H 7.114 -2.105 -1.272
91 H 5.858 -1.367 -2.299
92 H 6.126 -3.124 -2.319
93 H 1.360 -2.246 -0.745
94 H 1.547 -3.814 -0.913
95 C -5.766 -0.784 -2.411
96 C -4.212 -1.027 -2.495
97 C -3.614 -1.519 -1.132
98 O -3.862 -0.594 -0.082
99 C -3.470 -1.100 1.185
100 N -3.830 -1.905 -3.653
101 H -6.216 -0.354 -3.306
102 H -5.943 -0.017 -1.657
103 H -6.390 -1.606 -2.059
104 H -3.804 -0.035 -2.691
105 H -2.549 -1.731 -1.229
106 H -4.055 -2.507 -1.000
107 H -3.299 -0.307 1.913
108 H -2.487 -1.566 1.118
109 H -4.100 -1.871 1.629
110 H -2.847 -2.033 -3.846
111 H -4.169 -1.443 -4.485
112 C 1.901 -2.010 -4.002
113 C 1.094 -0.852 -4.620
114 C -0.403 -0.923 -4.363
115 O -0.946 -2.167 -4.727
116 C -0.956 -2.384 -6.152
117 N 1.687 0.237 -3.856
118 H 1.569 -2.929 -4.484
119 H 1.677 -2.021 -2.935
120 H 2.984 -1.893 -4.056
121 H 1.221 -0.727 -5.695
122 H -0.934 -0.133 -4.893
123 H -0.571 -0.823 -3.291
124 H -0.321 -3.248 -6.347
125 H -0.574 -1.624 -6.833
126 H -1.999 -2.653 -6.322
127 H 1.201 0.264 -2.971
128 H 2.681 0.066 -3.802
129 C 3.098 3.211 4.544
130 C 2.106 2.342 3.755
131 C 1.685 1.093 4.498
132 O 2.744 0.223 4.831
133 C 3.069 -0.749 3.822
134 N 0.952 3.137 3.514
135 H 2.709 3.492 5.522
136 H 3.337 4.175 4.095
137 H 4.051 2.682 4.593
138 H 2.613 2.054 2.834
139 H 0.928 0.560 3.923
140 H 1.224 1.418 5.430
141 H 2.230 -1.335 3.446
142 H 3.839 -1.394 4.246
143 H 3.478 -0.152 3.007
144 H 1.098 3.928 2.904
145 H 0.678 3.521 4.407

Values from the calculation:
Lowest unoccupied orbital energy (spin up / spin down): -2.6 / -7.8 eV
<S²>: 0.754
Highest occupied orbital energy (spin up / spin down): -11.21 / -11.21 eV
Max |F|: 4.512 eV Å⁻¹
Charge: +1
Multiplicity: 2
E_tot: -2713.92690 Ha